<a>
{"formula": "C4H4O3", "method": "wB97M-V/def2-TZVPD", "elements": ["O", "C", "C", "C", "O", "C", "O", "H", "H", "H", "H"], "xyz": [[-2.1282, 1.1488, 0.1852], [-0.9346, 1.1406, -0.0210], [-0.0353, -0.1721, -0.1735], [1.2387, 0.3573, -0.7384], [1.5747, 1.4885, -0.4542], [-0.2455, -1.2636, 0.7955], [-0.4400, -1.4746, -0.5884], [-0.1326, 1.9553, -0.0788], [1.7096, -0.2030, -1.5651], [0.5709, -1.8109, 1.2603], [-1.1665, -1.1714, 1.3763]], "orbital_gap_ha": 0.355}

=====

<b>
{"formula": "C4H4O3", "method": "wB97M-V/def2-TZVPD", "elements": ["C", "C", "O", "C", "O", "C", "O", "H", "H", "H", "H"], "xyz": [[-1.3659, -0.0974, -0.6813], [-0.1024, -0.6786, -0.2890], [-0.8973, -1.5613, -0.8924], [0.6262, -0.5393, 1.0065], [0.9422, -1.2738, 1.8923], [1.0824, 0.7810, 0.3846], [1.0611, 0.0678, -0.8669], [-2.2637, -0.0025, -0.0743], [-1.2985, 0.5700, -1.5522], [0.2153, 1.4617, 0.3918], [2.0005, 1.2724, 0.6811]], "orbital_gap_ha": 0.406}

=====

<a> has the most favorable energy; the next structure is 17.7 kcal/mol above.

=====

<a>
{"formula": "C4H4O3", "method": "wB97M-V/def2-TZVPD", "elements": ["O", "C", "C", "C", "O", "C", "O", "H", "H", "H", "H"], "xyz": [[-0.7247, 1.6524, -1.2387], [-0.8589, 1.1416, -0.1499], [0.0080, -0.0409, 0.0623], [1.2069, 0.2280, -0.8188], [2.0124, 0.9611, -0.2985], [-0.1635, -1.1388, 0.9992], [-1.0468, -1.0374, -0.0992], [-1.6821, 1.3759, 0.5331], [1.2930, -0.1473, -1.8530], [0.4874, -1.9976, 0.8509], [-0.5315, -0.9968, 2.0125]], "orbital_gap_ha": 0.400}

=====

<b>
{"formula": "C4H4O3", "method": "wB97M-V/def2-TZVPD", "elements": ["O", "C", "C", "C", "O", "C", "O", "H", "H", "H", "H"], "xyz": [[-2.0306, 0.9657, 0.5754], [-0.9005, 1.1194, 0.1809], [0.0343, -0.0304, -0.1597], [1.3658, 0.3478, -0.7356], [1.6977, 1.4927, -0.9275], [-0.3395, -1.2408, 0.6038], [-0.3626, -1.2713, -0.7922], [-0.4074, 2.1083, 0.2005], [1.9467, -0.5149, -1.1140], [0.3518, -1.8363, 1.1911], [-1.3556, -1.1401, 0.9773]], "orbital_gap_ha": 0.374}

=====

<b> has the most favorable energy; the next structure is 10.9 kcal/mol above.

=====

<a>
{"formula": "C4H4O3", "method": "wB97M-V/def2-TZVPD", "elements": ["C", "C", "O", "C", "O", "C", "O", "H", "H", "H", "H"], "xyz": [[-0.3025, -0.0195, -1.7053], [0.0431, 0.6419, -0.4078], [-0.0508, 1.8241, -0.1618], [0.6263, -0.2458, 0.6942], [1.5945, -0.9504, 0.5240], [-0.0552, -0.2087, 2.0562], [-1.2613, -0.2397, 2.1275], [0.4769, -0.7362, -1.9761], [-0.4247, 0.7146, -2.5004], [-1.2450, -0.5721, -1.5968], [0.5987, -0.2081, 2.9463]], "orbital_gap_ha": 0.335}

=====

<b>
{"formula": "C4H4O3", "method": "wB97M-V/def2-TZVPD", "elements": ["O", "C", "C", "C", "O", "C", "O", "H", "H", "H", "H"], "xyz": [[-0.8736, -2.0231, -0.2878], [-0.0076, -1.3509, 0.2288], [0.2099, 0.0920, -0.0656], [1.4353, 0.5098, -0.7552], [1.7331, 1.6577, -1.0097], [-0.7466, 0.9846, 0.2665], [-1.9416, 0.6626, 0.7564], [0.6229, -1.7942, 1.0215], [2.0714, -0.3355, -1.0946], [-0.5903, 2.0578, 0.1812], [-2.0538, -0.3008, 0.6749]], "orbital_gap_ha": 0.367}

=====

<c>
{"formula": "C4H4O3", "method": "wB97M-V/def2-TZVPD", "elements": ["O", "C", "C", "C", "O", "C", "O", "H", "H", "H", "H"], "xyz": [[-1.8930, 0.6357, 0.7820], [-0.8731, 1.0699, 0.1776], [0.1245, 0.1414, -0.1119], [-0.2954, -1.2412, 0.4326], [-0.7266, -1.6922, -0.6732], [1.4095, 0.3821, -0.7419], [1.8382, 1.5161, -0.8419], [-0.7485, 2.1297, -0.0471], [0.4254, -1.8463, 1.0090], [-1.2729, -0.5930, 1.0367], [2.0119, -0.5022, -1.0217]], "orbital_gap_ha": [0.258, 0.278]}

=====

<d>
{"formula": "C4H4O3", "method": "wB97M-V/def2-TZVPD", "elements": ["O", "C", "O", "C", "C", "C", "O", "H", "H", "H", "H"], "xyz": [[2.2184, -0.4531, 1.2138], [1.1454, -0.0315, 0.9214], [0.5769, 1.1469, 1.3391], [-0.7007, 0.8591, 0.7166], [-0.0711, -0.3114, 0.0040], [-0.0605, -0.6815, -1.4111], [-0.7689, -1.4349, -0.4279], [-1.0841, 1.6749, 0.1050], [-1.4214, 0.5499, 1.4791], [0.8015, -1.2154, -1.8042], [-0.6355, -0.1031, -2.1358]], "orbital_gap_ha": 0.420}

=====

<a> has the most favorable energy; the next structure is 4.9 kcal/mol above.

=====

<a>
{"formula": "C4H4O3", "method": "wB97M-V/def2-TZVPD", "elements": ["C", "C", "O", "C", "O", "C", "O", "H", "H", "H", "H"], "xyz": [[-1.6234, 0.2486, -0.4861], [-0.3640, -0.5644, -0.4179], [-0.0596, -1.4600, -1.1698], [0.5885, -0.2609, 0.7434], [0.2621, -0.3907, 1.9000], [1.9975, 0.2124, 0.3883], [2.2760, 0.6011, -0.7163], [-2.1529, 0.1954, 0.4710], [-2.2575, -0.1129, -1.2972], [-1.3645, 1.3002, -0.6610], [2.6978, 0.2312, 1.2457]], "orbital_gap_ha": 0.324}

=====

<b>
{"formula": "C4H4O3", "method": "wB97M-V/def2-TZVPD", "elements": ["C", "C", "O", "C", "O", "C", "O", "H", "H", "H", "H"], "xyz": [[-1.8773, 0.0792, -0.1958], [-0.4612, -0.3909, -0.3539], [-0.0676, -1.1703, -1.1962], [0.5734, 0.1956, 0.6163], [0.2811, 0.9979, 1.4815], [1.9188, -0.4273, 0.5315], [2.7147, 0.2680, -0.2289], [-2.2527, -0.2160, 0.7900], [-2.5023, -0.3510, -0.9797], [-1.9147, 1.1725, -0.2319], [3.5879, -0.1576, -0.2329]], "orbital_gap_ha": 0.316}

=====

<c>
{"formula": "C4H4O3", "method": "wB97M-V/def2-TZVPD", "elements": ["C", "C", "O", "C", "O", "C", "O", "H", "H", "H", "H"], "xyz": [[0.3547, -0.8956, -0.9374], [-0.0550, 0.5226, -0.7894], [-0.4452, 1.1114, -1.7541], [0.3240, 0.9822, 0.6388], [0.8594, 1.9554, 1.0744], [-0.4887, -0.0029, 1.4166], [-1.5592, -0.0330, 0.8234], [1.2885, -0.9028, -1.5552], [-0.4212, -1.4836, -1.4448], [0.3856, -1.2393, 0.3234], [-0.3814, -0.2193, 2.4767]], "orbital_gap_ha": 0.316}

=====

<a> has the most favorable energy; the next structure is 44.3 kcal/mol above.